(1)
Computed, not measured: a structure of composition C12H13F2N3O8RbS2 in a non-equilibrium geometry, with ωB97M-V/def2-TZVPD.

XYZ file:
```
41
Properties=species:S:1:pos:R:3:forces:R:3:mulliken_spin:R:1
O -1.05448 4.83759 -1.78523 -2.6955 -1.9241 0.1628 0.00
F -1.26769 2.44481 -1.76998 0.0042 -0.1743 0.2796 0.00
O 0.50371 0.19209 1.92724 -3.5961 -0.2260 -0.4930 -0.01
H -2.27143 -2.53144 -2.66884 0.5470 -0.3383 0.0190 0.00
N -1.04008 -2.74701 -0.99327 2.1705 -0.6553 2.8210 0.00
C -2.14454 -0.63755 -1.79621 0.6083 0.3819 -0.2565 0.00
O -4.29492 5.52071 -1.61308 2.7171 -1.9827 2.9076 0.00
H -2.91683 -0.38504 -2.52279 0.0054 0.1785 0.1531 0.00
H 0.05954 -1.13791 0.09257 -0.0837 0.1168 -0.1325 0.00
C 4.03773 -0.15869 2.35321 2.9319 -2.6785 3.5075 -0.05
C 0.20919 -4.38638 -0.12098 -1.8855 0.0790 -0.2145 0.00
C 2.69277 -0.35098 2.62560 -2.7770 2.4719 -2.8146 0.09
C -2.15680 -2.14470 -1.65623 -1.4859 1.3226 -0.8570 0.00
C 1.74762 -3.05552 1.37067 -0.1180 0.1510 1.0794 0.00
O 1.48736 2.20629 0.15688 -0.3694 -0.8034 1.2243 0.17
S -2.11496 3.82026 -1.88943 2.4026 -1.7862 -4.8705 0.00
C 1.68736 0.38438 1.81611 4.9540 -0.6358 1.8662 -0.06
H 2.52234 -2.36500 1.03736 -0.1892 -0.2010 -0.1572 0.00
C -0.07250 -2.17499 -0.17844 -0.7170 -2.4075 0.2808 0.00
H 4.00170 2.31820 -0.14401 0.0295 -0.1144 -0.0395 -0.02
O -2.81739 3.62004 -3.17674 1.5502 0.5912 3.1695 0.00
H -2.32611 -0.06058 -0.88944 -0.1713 -0.3276 0.0846 0.00
C 3.64669 1.59118 0.57140 -2.3289 1.0015 0.2699 0.34
Rb -1.72947 1.79463 1.25252 0.4247 0.2002 0.1377 0.00
O -2.74869 5.88327 0.31641 0.5245 -0.5774 -0.3230 0.00
H 1.33191 -2.67800 2.30489 0.0218 0.2954 -0.1641 0.00
H 0.73702 -5.30615 0.08354 -0.2859 0.0486 0.1159 0.00
S -3.51245 4.95629 -0.45474 -7.2060 5.3596 1.5143 0.00
C -0.94359 -4.13992 -0.88057 2.2140 1.3360 0.1279 0.00
N -3.03920 3.48793 -0.55986 2.0788 0.3048 -2.3680 0.00
O 4.86873 -0.80832 3.10969 -1.4239 2.2120 -2.8982 0.00
H -1.64261 -4.68721 -1.49559 0.4119 -0.5164 0.2871 0.00
H 2.15604 -4.02243 1.66454 -0.0099 -0.0842 -0.6454 0.00
H 2.38047 -1.06392 3.37433 0.0259 0.1541 0.0474 0.00
N 0.63763 -3.19762 0.43683 -1.3392 0.9866 -3.0251 0.00
O 5.69347 0.79235 0.78349 -2.1507 -0.6611 1.6192 0.44
C 4.47823 0.76624 1.24176 5.3293 -0.9627 -0.7872 0.04
H -3.11241 -2.38821 -1.19189 0.2541 -0.4461 0.5362 0.00
H -1.20115 -0.26964 -2.19965 0.0358 -0.0139 -0.1235 0.00
F -4.70471 4.58048 0.61983 0.4917 0.0822 -0.5405 0.00
C 2.23231 1.50060 0.84822 -0.9003 0.2429 -1.5010 0.06
```
Forces are in eV/Å.

multiplicity = 2
LUMO energy (spin up / spin down) = -1.36 / -2.44 eV
M = 514.847 g/mol
HOMO energy (spin up / spin down) = -8.38 / -8.28 eV
energy = -2251.2826 a.u.
<S²> = 0.795



(2)
Computed, not measured: the molecule C12H13N in a non-equilibrium geometry, with ωB97M-V/def2-TZVPD.

XYZ file:
```
26
Properties=species:S:1:pos:R:3:forces:R:3:lowdin_charge:R:1
H -1.23652 2.95593 -0.95469 -1.0106 1.8552 0.5509 0.06
C 3.03809 0.69858 1.17902 -2.3986 -1.5976 0.2260 -0.09
C -0.05926 -2.17432 0.83489 0.3356 0.7643 -1.3371 -0.02
H -3.10624 -0.60618 -1.10060 0.2581 -0.4652 -0.1165 0.07
H 0.36439 0.07145 2.75049 1.0148 -0.9031 -1.2270 0.17
C -0.99887 0.61430 -0.00080 0.1759 0.1366 0.3295 -0.08
H 4.26158 -0.86126 0.44633 2.2933 -0.9178 -0.4182 0.08
C -1.65129 0.94691 -1.06379 0.0355 0.6267 -0.8515 -0.37
H -1.53042 -3.55562 0.61635 -1.0591 -1.1238 0.7163 0.03
H -0.41169 2.32699 -2.25470 -0.6309 -0.3765 -0.1265 0.08
C 2.37002 -1.59915 0.82962 -1.0580 1.4950 0.0988 -0.03
C -2.74094 0.22122 -1.70361 -1.2771 -1.4667 -0.2213 -0.11
C 0.66761 0.03243 1.63499 -0.6347 1.1298 2.3006 -0.27
H 3.72909 1.43675 1.12281 2.3260 1.9232 -0.2489 0.07
N -0.53573 0.62079 1.11558 -0.4902 0.6065 0.3678 0.12
C 1.81218 1.04870 1.54623 -0.5785 0.0946 -0.4964 -0.03
H 2.60494 -2.56374 0.64157 0.7744 -2.9634 -0.9544 0.07
H -3.65726 0.81880 -1.81024 0.3874 0.2948 -0.1526 0.09
H 1.59107 2.11836 1.70527 -0.1794 -0.8038 0.2095 0.12
H -1.60030 -2.22945 -0.66622 1.0272 -0.5273 0.8602 0.08
C -1.39729 2.27331 -1.73822 0.3753 -1.9721 -2.5141 -0.05
H -2.42956 -0.12298 -2.70544 -0.3284 -0.0572 0.2709 0.10
H -2.24341 2.22052 -2.56124 1.6996 1.6781 1.8534 0.12
C 3.33304 -0.68025 0.83992 -2.0843 0.9951 0.4555 -0.06
C -1.11232 -2.67308 0.24783 0.1713 0.8736 -0.8489 0.03
C 0.93909 -1.33901 1.04867 0.8553 0.7011 1.2741 -0.17
```
Forces are in eV/Å.

multiplicity = 1
LUMO energy = 0.09 eV
M = 171.243 g/mol
HOMO energy = -7.78 eV
SMILES string = C=C=C1C=CC=C[C@H]1N=C=C(C)C
energy = -519.6068 a.u.
ΔE to the lowest compared entry with this formula, charge and spin = 565.9 kJ/mol



(3)
Computed, not measured: a structure of composition C12H13N2 in a non-equilibrium geometry, with ωB97M-V/def2-TZVPD.

XYZ file:
```
27
Properties=species:S:1:pos:R:3:forces:R:3:mulliken_spin:R:1
C -2.78308 -0.77091 1.02611 -0.2396 -1.8396 0.2497 0.01
H 1.77280 -1.67170 0.06185 -0.1731 -0.1020 -0.0582 -0.01
H 1.03752 2.24072 0.54180 0.1084 2.6308 0.3941 0.03
H 4.75765 -1.56815 0.29260 0.3657 -0.6167 0.6599 0.05
H -3.33494 -1.50562 1.61997 0.5601 0.5473 0.6239 0.00
C -2.69028 1.16158 0.20937 -1.3900 5.3798 -0.5438 0.00
H -1.40213 1.33167 -1.84819 -0.0961 -0.0866 1.3525 0.00
C -1.90209 0.47509 1.28789 -0.7357 0.1303 2.2534 0.00
H -1.87031 0.79936 2.34086 0.8057 0.3891 -0.7451 -0.01
C -2.51817 -0.53570 -1.11931 1.6629 -1.1348 -0.6442 0.01
H -2.74460 -1.01501 -2.04697 -0.1375 -0.0251 -0.5933 0.00
C -1.72414 -1.26321 0.04544 1.9053 -2.2217 -1.3197 -0.01
H -4.54136 -0.05614 -0.42375 0.0246 -0.0052 0.7564 0.00
H 3.79672 1.79001 -0.09200 -0.8659 0.4230 0.2645 -0.02
N 3.01395 1.17906 0.12789 -0.6899 6.1394 1.0852 0.26
H -1.27003 -2.34419 0.13721 -0.8757 2.1811 -0.6017 0.00
H 5.15615 -0.12593 -0.60674 1.8823 1.4173 -0.2649 0.00
N 1.95746 -0.68778 0.00380 -5.2425 -1.0471 0.0400 0.16
C 1.66474 1.43338 0.40601 4.0135 1.9952 -0.7942 0.41
C -1.73210 0.78749 -0.92398 1.5716 -0.2604 -1.4945 0.01
C 4.42645 -0.82000 -0.39076 -2.1655 -0.0396 0.1511 -0.01
C -3.49174 -0.06223 -0.11885 -3.4976 0.1535 0.4327 0.00
C 1.03046 0.29738 0.25305 -4.8936 -7.3867 -0.6693 0.27
C 3.18696 -0.13908 -0.05532 3.3851 -2.6359 0.5652 0.77
C -0.91466 0.07238 0.17869 4.1721 -0.6652 0.9935 0.03
H 4.14557 -1.26106 -1.30660 0.3349 -1.3252 -1.5192 0.05
H -3.02682 2.25861 0.39994 0.2105 -1.9949 -0.5740 0.00
```
Forces are in eV/Å.

multiplicity = 3
LUMO energy (spin up / spin down) = -2.46 / -6.94 eV
total charge = +1
M = 185.250 g/mol
HOMO energy (spin up / spin down) = -8.96 / -12.95 eV
energy = -573.9045 a.u.
ΔE to the lowest compared entry with this formula, charge and spin = 760.1 kJ/mol
<S²> = 2.006